No. 1
The following is a DFT calculation (ωB97M-V with the def2-TZVPD basis set) of a cluster of 8 separate species, C26H49F4O28S8 in total.

Each line ends with the Löwdin charge.
Positions of all 115 atoms, in Å:
C1 0.525 0.945 -3.989  -0.056
C2 0.896 -0.396 -4.558  -0.326
C3 1.451 -0.355 -5.958  -0.059
C4 0.713 -1.554 -3.912  -0.071
C5 0.942 -1.721 -2.430  -0.186
C6 2.197 -2.611 -2.247  -0.155
C7 1.979 -3.856 -1.388  -0.357
C8 3.288 -4.640 -1.231  -0.065
C9 1.280 -3.515 -0.047  -0.166
C10 2.101 -3.709 1.222  -0.339
S1 3.409 -2.453 1.438  1.262
C11 3.948 -2.688 3.221  -0.610
F1 3.397 -1.743 3.992  0.112
F2 3.481 -3.877 3.601  0.119
C12 5.501 -2.650 3.368  -0.332
F3 6.074 -2.964 2.190  0.078
F4 5.845 -3.565 4.283  0.126
H1 -0.319 1.347 -4.554  0.093
H2 1.355 1.652 -4.070  0.072
H3 0.259 0.898 -2.934  0.040
H4 0.755 0.027 -6.711  0.079
H5 2.295 0.341 -5.940  0.082
H6 1.829 -1.328 -6.267  0.074
H7 0.405 -2.449 -4.445  0.100
H8 1.108 -0.732 -2.002  0.086
H9 0.086 -2.173 -1.927  0.091
H10 3.066 -2.047 -1.876  0.116
H11 2.488 -2.951 -3.244  0.117
H12 1.314 -4.529 -1.929  0.103
H13 3.987 -4.195 -0.518  0.046
H14 3.806 -4.637 -2.191  0.093
H15 3.118 -5.688 -0.977  0.088
H16 0.861 -2.507 -0.070  0.111
H17 0.427 -4.179 0.122  0.139
H18 1.452 -3.627 2.094  0.107
H19 2.632 -4.657 1.284  0.102
H20 2.775 -1.267 1.557  0.045
H21 5.823 -1.664 3.711  0.176
C13 -2.244 1.853 1.078  -0.157
C14 -1.262 2.707 0.300  -0.144
O1 -0.825 1.847 -0.770  -0.216
S2 -2.015 0.892 -1.212  0.579
O2 -2.670 1.436 -2.350  -0.216
O3 -1.524 -0.441 -1.223  -0.222
O4 -2.941 1.110 0.056  -0.172
H22 -1.739 1.144 1.733  0.123
H23 -2.958 2.428 1.654  0.121
H24 -0.406 3.024 0.886  0.126
H25 -1.740 3.582 -0.144  0.126
C15 -0.492 -8.138 -4.408  -0.143
C16 -0.011 -8.171 -2.970  -0.151
O5 0.287 -6.793 -2.681  -0.213
S3 -0.733 -5.838 -3.471  0.585
O6 -1.786 -5.449 -2.605  -0.207
O7 0.040 -4.867 -4.160  -0.218
O8 -1.275 -6.935 -4.480  -0.177
H26 0.336 -8.060 -5.113  0.137
H27 -1.122 -8.983 -4.669  0.139
H28 0.887 -8.764 -2.831  0.136
H29 -0.793 -8.512 -2.290  0.135
C17 -2.141 4.551 -4.045  -0.137
C18 -3.195 5.596 -3.746  -0.148
O9 -2.685 6.268 -2.575  -0.193
S4 -1.095 6.314 -2.625  0.581
O10 -0.652 7.568 -3.120  -0.216
O11 -0.602 5.817 -1.386  -0.234
O12 -0.896 5.222 -3.762  -0.186
H30 -2.228 3.683 -3.389  0.111
H31 -2.153 4.228 -5.081  0.140
H32 -4.172 5.175 -3.530  0.117
H33 -3.282 6.324 -4.554  0.138
C19 3.129 -2.133 8.308  -0.152
C20 3.606 -0.694 8.272  -0.150
O13 2.506 0.013 7.672  -0.190
S5 1.127 -0.653 8.115  0.593
O14 0.569 0.048 9.210  -0.198
O15 0.359 -0.898 6.942  -0.237
O16 1.741 -2.025 8.647  -0.182
H34 3.215 -2.613 7.331  0.125
H35 3.631 -2.735 9.059  0.140
H36 4.493 -0.547 7.662  0.132
H37 3.777 -0.296 9.273  0.139
C21 5.143 1.359 0.366  -0.162
C22 5.114 2.865 0.177  -0.142
O17 4.195 3.051 -0.910  -0.166
S6 3.040 1.968 -0.858  0.604
O18 1.908 2.481 -0.178  -0.197
O19 2.931 1.343 -2.123  -0.195
O20 3.775 0.956 0.169  -0.236
H38 5.763 0.875 -0.390  0.137
H39 5.466 1.062 1.361  0.127
H40 6.076 3.281 -0.105  0.142
H41 4.729 3.381 1.058  0.138
C23 -3.117 -0.480 6.575  -0.150
C24 -2.917 -1.440 5.426  -0.159
O21 -3.959 -1.099 4.499  -0.182
S7 -4.273 0.463 4.581  0.607
O22 -3.617 1.154 3.524  -0.230
O23 -5.666 0.631 4.770  -0.202
O24 -3.489 0.753 5.936  -0.176
H42 -3.936 -0.791 7.225  0.139
H43 -2.215 -0.352 7.165  0.116
H44 -3.019 -2.482 5.717  0.138
H45 -1.949 -1.285 4.944  0.126
C25 -7.312 7.452 -1.514  -0.148
C26 -6.346 8.265 -2.354  -0.147
O25 -5.973 7.360 -3.406  -0.205
S8 -7.207 6.417 -3.781  0.592
O26 -7.890 6.939 -4.908  -0.206
O27 -6.737 5.076 -3.760  -0.226
O28 -8.076 6.712 -2.481  -0.183
H46 -6.791 6.746 -0.866  0.134
H47 -7.989 8.064 -0.925  0.136
H48 -5.452 8.565 -1.815  0.137
H49 -6.826 9.139 -2.796  0.136

For the LUMO energy, the calculation gives -0.124 hartree. For the calculated total energy, the calculation gives -182623.689 eV. Its total charge is +1. Its HOMO energy is -9.4 eV. Its orbital gap is 6.0640 eV.

No. 2
The following is a DFT calculation (ωB97M-V with the def2-TZVPD basis set) of a structure of composition C26H49I2N9O4S.

Each line ends with the Löwdin charge.
Positions of all 91 atoms, in Å:
C1 1.607 -1.568 -0.744  -0.252
C2 0.220 -0.967 -1.234  -0.736
I1 0.433 0.313 -3.002  0.830
C3 -0.957 -2.021 -1.370  -0.678
I2 -0.868 -3.598 0.168  0.811
C4 -1.167 -2.631 -2.785  -0.214
C5 -2.516 -2.803 -3.344  -0.073
C6 -3.826 -2.410 -2.594  -0.146
C7 -4.545 -3.781 -2.169  -0.187
C8 -5.456 -3.641 -0.884  -0.202
C9 -6.333 -2.318 -0.823  -0.201
C10 -7.484 -2.298 -1.906  -0.286
N1 -7.009 -2.054 -3.289  -0.019
C11 -2.697 -3.440 -4.740  -0.150
N2 -4.056 -3.580 -5.245  0.061
C12 -1.604 -3.911 -5.574  -0.179
N3 -1.921 -4.503 -6.864  0.038
C13 -0.176 -3.776 -5.060  -0.274
N4 0.970 -4.192 -5.688  -0.254
S1 2.198 -3.752 -4.628  0.942
N5 1.303 -3.087 -3.405  -0.275
C14 -0.044 -3.132 -3.683  -0.267
H1 2.484 -0.944 -1.063  0.044
H2 1.576 -1.502 0.386  0.059
H3 1.743 -2.652 -0.986  0.025
H4 -0.098 -0.256 -0.414  0.080
H5 -1.905 -1.459 -1.122  0.061
H6 -4.463 -1.810 -3.297  0.097
H7 -3.673 -1.820 -1.654  0.094
H8 -5.107 -4.238 -3.022  0.087
H9 -3.690 -4.479 -1.902  0.104
H10 -6.192 -4.505 -0.820  0.108
H11 -4.838 -3.723 0.064  0.104
H12 -5.678 -1.405 -0.848  0.101
H13 -6.836 -2.323 0.193  0.110
H14 -8.208 -1.485 -1.593  0.100
H15 -8.045 -3.283 -1.902  0.115
H16 -6.517 -1.159 -3.277  0.061
H17 -7.788 -2.048 -3.952  0.068
H18 -4.039 -3.509 -6.267  0.076
H19 -4.385 -4.499 -4.943  0.081
H20 -1.414 -3.987 -7.594  0.086
H21 -1.650 -5.487 -6.914  0.084
C15 3.432 2.355 2.043  -0.017
C16 3.576 1.399 0.887  -0.518
O1 2.669 0.655 0.534  0.006
N6 4.767 1.386 0.232  0.010
C17 5.943 2.187 0.510  -0.073
H22 2.437 2.261 2.473  0.086
H23 4.164 2.124 2.817  0.059
H24 3.565 3.382 1.695  0.082
H25 4.802 0.729 -0.534  0.138
H26 6.179 2.775 -0.380  0.083
H27 6.776 1.515 0.727  0.084
H28 5.792 2.855 1.355  0.042
C18 2.503 -0.071 6.433  -0.009
C19 3.559 0.535 5.545  -0.538
O2 3.404 1.612 4.988  0.018
N7 4.714 -0.162 5.374  0.009
C20 5.078 -1.443 5.945  -0.077
H29 1.641 0.592 6.476  0.084
H30 2.179 -1.033 6.031  0.087
H31 2.891 -0.199 7.445  0.085
H32 5.378 0.299 4.768  0.141
H33 5.987 -1.314 6.537  0.083
H34 5.279 -2.142 5.131  0.085
H35 4.293 -1.847 6.578  0.073
C21 -4.772 3.305 -1.062  -0.015
C22 -3.521 2.473 -1.196  -0.555
O3 -3.303 1.506 -0.479  0.017
N8 -2.625 2.832 -2.153  0.006
C23 -2.710 3.934 -3.088  -0.077
H36 -5.392 2.904 -0.263  0.081
H37 -4.513 4.336 -0.815  0.084
H38 -5.344 3.276 -1.992  0.083
H39 -1.812 2.234 -2.188  0.053
H40 -2.675 3.531 -4.102  0.083
H41 -1.848 4.587 -2.933  0.084
H42 -3.623 4.510 -2.962  0.071
C24 6.771 4.973 5.393  -0.010
C25 5.918 4.624 4.201  -0.540
O4 6.367 4.028 3.230  0.016
N9 4.613 4.995 4.231  0.019
C26 3.909 5.698 5.283  -0.070
H43 7.786 4.617 5.230  0.082
H44 6.802 6.056 5.529  0.085
H45 6.376 4.494 6.291  0.085
H46 4.099 4.730 3.404  0.120
H47 3.084 5.071 5.626  0.086
H48 3.505 6.625 4.870  0.083
H49 4.555 5.933 6.124  0.073

For the LUMO energy, the calculation gives -0.013 hartree. For the calculated total energy, the calculation gives -76393.781 eV. Its HOMO energy is -7.9 eV. Its orbital gap is 7.5645 eV.

Max |F|
In order: 0.0220; 0.0615
Unit: Eh/bohr